(1)
DFT (wB97M-V/def2-TZVPD) results for a cluster of 2 separate species, CH3I2N in total at a distorted geometry.

The geometry in XYZ format:
```
7
Properties=species:S:1:pos:R:3:mulliken_charge:R:1
C 1.4785 0.4578 0.1146 -0.914
N -1.3478 -0.7579 -0.4501 -0.429
I -2.0016 1.1020 -0.0984 0.206
I -2.3283 -2.3401 0.1226 0.222
H 1.5205 1.0293 -0.8364 0.295
H 1.4399 1.0834 1.0136 0.299
H 1.2388 -0.5744 0.1341 0.321
```

Orbital gap (spin up / spin down) (eV): 6.94 / 8.12
E_HOMO (spin up / spin down) (eV): -8.52 / -9.08
Total energy (eV): -18772.058
LUMO level (spin up / spin down) (eV): -1.58 / -0.96


(2)
DFT (wB97M-V/def2-TZVPD) results for a cluster of 2 separate species, C2H8NOS in total at a distorted geometry.

The geometry in XYZ format:
```
13
Properties=species:S:1:pos:R:3:mulliken_charge:R:1
S 1.4230 -2.2881 0.3672 -0.818
H 2.3930 -3.1985 0.2606 -0.053
H 1.3473 -0.6026 -0.8762 0.221
C -1.5230 -0.0145 0.4870 -0.703
N -0.8653 1.1624 -0.0921 -0.349
C 0.5749 1.1439 -0.1849 -0.374
O 1.0821 0.3108 -1.2310 -0.483
H -1.5409 -0.8419 -0.2262 0.269
H -2.5466 0.2651 0.7565 0.268
H -0.9842 -0.3078 1.3826 0.265
H -1.2986 1.4506 -0.9536 0.211
H 0.9715 0.7904 0.7720 0.333
H 0.9667 2.1300 -0.4618 0.213
```

Orbital gap (eV): 7.22
E_HOMO (eV): -3.07
Charge: -1
Total energy (eV): -16577.516
LUMO level (eV): 4.15